ORCA calculation (the ωB97M-V functional and the def2-TZVPD basis) on a molecular structure, C2HO2Yb.

Its HOMO-LUMO gap (spin up / spin down) is 0.19496 / 0.22335 Ha. The value obtained for the total energy is -1385.53823 a.u. The max |F| is 8.06 eV Å⁻¹. As for the multiplicity: 3. The calculation puts the molar mass at 230.1 g mol⁻¹. The energy relative to the best compared isomer or geometry (same formula, charge and spin) comes out at 0.0 kJ/mol. The net charge is +1. The HOMO energy (spin up / spin down) comes out at -10.1297 / -13.3614 eV.

Each line ends with the Mulliken spin population.
Positions of all 6 atoms, in Å:
Yb  -3.03171  -0.04904  0.24612  1.102
O  1.80677  -0.28373  1.35962  0.241
O  -0.97691  0.62303  -0.49305  0.231
C  0.05849  -0.17895  -0.38064  0.304
C  1.11836  0.04890  0.44852  0.108
H  1.02500  -0.16022  -1.18056  0.014